# 1
A structure of composition C12H24F12O12P2Pd in a non-equilibrium geometry, computed with ωB97M-V with the def2-TZVPD basis set.

```
! RIJCOSX wB97M-V def2-TZVPD def2/J DEFGRID3
* xyz 0 3
Pd 0.396 -0.439 -0.233
P -1.990 4.850 -2.253
F -3.034 5.894 -3.026
F -2.745 3.662 -2.997
F -0.983 4.824 -3.495
F -0.920 3.811 -1.506
F -1.152 6.090 -1.687
F -3.065 4.802 -1.014
P 1.359 -5.168 1.546
F 2.776 -5.948 1.655
F 0.638 -6.580 1.684
F 1.239 -4.920 3.082
F -0.045 -4.303 1.390
F 2.166 -3.829 1.415
F 1.357 -5.094 -0.009
C -6.408 -3.073 -3.962
O -5.192 -2.663 -3.357
C -4.039 -2.327 -3.997
O -3.115 -1.880 -3.341
O -4.070 -2.494 -5.373
C -2.871 -2.460 -6.104
H -6.674 -4.077 -3.633
H -6.536 -3.141 -5.043
H -7.121 -2.321 -3.624
H -2.358 -3.361 -5.768
H -2.283 -1.590 -5.816
H -3.006 -2.487 -7.186
C 4.509 1.103 5.843
O 4.093 2.415 5.541
C 3.582 2.649 4.340
O 3.239 1.816 3.529
O 3.404 3.980 4.108
C 3.329 5.049 5.058
H 5.585 1.112 5.670
H 3.961 0.385 5.232
H 4.397 0.773 6.876
H 3.253 5.977 4.490
H 4.166 4.958 5.749
H 2.370 4.990 5.574
C 6.432 -2.281 -5.736
O 5.271 -1.949 -4.933
C 5.157 -0.755 -4.248
O 4.206 -0.582 -3.480
O 6.283 -0.054 -4.355
C 6.465 1.112 -3.635
H 7.326 -2.703 -5.277
H 6.683 -1.345 -6.236
H 6.064 -2.844 -6.594
H 6.362 0.952 -2.562
H 5.652 1.775 -3.929
H 7.344 1.654 -3.983
C -5.024 -1.499 4.659
O -5.127 -0.102 4.788
C -4.382 0.666 3.993
O -3.441 0.337 3.278
O -4.652 1.980 4.208
C -5.700 2.433 5.052
H -5.607 -1.902 5.488
H -3.976 -1.794 4.699
H -5.460 -1.744 3.690
H -5.914 3.493 4.921
H -5.555 2.219 6.111
H -6.619 1.950 4.720
*
```

Computed properties:
* energy above the lowest of the compared OMol25 structures with the same formula, charge and spin: 191.6 kcal per mole
* E_HOMO (alpha / beta): -11.04 / -10.26 eV
* energy: -92069.3243 eV
* molecular weight: 756.66 g mol⁻¹
* max |F|: 3.5 eV/A

***

# 2
A structure of composition C8H22Br3O4V in a non-equilibrium geometry, computed with ωB97M-V with the def2-TZVPD basis set.

```
! RIJCOSX wB97M-V def2-TZVPD def2/J DEFGRID3
* xyz 0 3
O 1.472 -0.850 2.344
V 2.413 -2.009 1.855
Br 4.474 -0.700 3.448
Br 1.455 -3.505 3.957
Br 3.954 -3.933 0.663
C -0.713 2.165 1.684
C -1.993 1.462 1.265
O -1.978 1.133 -0.127
C -3.086 1.514 -0.824
C -2.688 1.606 -2.328
H -0.475 2.966 0.984
H -0.797 2.656 2.653
H 0.166 1.522 1.645
H -2.030 0.508 1.792
H -2.820 2.101 1.576
H -3.986 0.922 -0.652
H -3.350 2.535 -0.550
H -3.557 2.031 -2.830
H -2.570 0.637 -2.813
H -1.868 2.301 -2.509
C -0.578 -2.099 -1.503
C -0.716 -2.208 -0.007
O 0.522 -2.622 0.467
H 0.024 -2.934 -1.861
H -0.306 -1.083 -1.790
H -1.575 -2.216 -1.928
H -1.378 -2.972 0.401
H -1.051 -1.296 0.486
H 0.712 -3.386 -0.082
C 2.615 1.458 -0.619
C 2.046 0.095 -0.759
O 2.830 -0.765 0.086
H 3.609 1.702 -0.993
H 2.610 1.703 0.444
H 1.928 2.147 -1.110
H 1.967 -0.200 -1.806
H 1.012 0.158 -0.420
H 3.705 -0.546 -0.241
*
```

Computed properties:
* E_HOMO (alpha / beta): -9.04 / -8.94 eV
* energy: -252657.0838 eV
* molecular weight: 472.92 g mol⁻¹
* max |F|: 3.1 eV/A

***

# 3
A structure of composition C2H12BrO5Pt in a non-equilibrium geometry, computed with ωB97M-V with the def2-TZVPD basis set.

```
! RIJCOSX wB97M-V def2-TZVPD def2/J DEFGRID3
* xyz 1 3
Pt -15.439 12.450 -5.176
Br -14.140 10.747 -6.648
C -14.334 13.209 -2.562
C -15.851 13.808 -2.449
O -16.362 13.965 -3.759
O -14.384 11.972 -3.316
H -13.833 12.989 -1.620
H -13.859 14.047 -3.072
H -15.828 14.803 -2.003
H -16.442 13.082 -1.891
H -17.214 14.406 -3.767
H -13.776 11.313 -2.973
O -16.454 13.431 -6.812
H -16.887 12.950 -7.518
H -16.662 14.349 -6.985
O -13.728 13.961 -5.318
H -13.691 14.819 -4.895
H -13.085 14.014 -6.025
O -17.138 11.244 -4.638
H -17.355 11.018 -3.733
H -17.886 10.932 -5.148
*
```

Computed properties:
* energy above the lowest of the compared OMol25 structures with the same formula, charge and spin: 0.0 kcal per mole
* E_HOMO (alpha / beta): -11.28 / -11.64 eV
* energy: -85786.9023 eV
* molecular weight: 391.09 g mol⁻¹
* max |F|: 2.3 eV/A

***

# 4
A cluster of 2 separate species, C2H4O2S2 in total in a non-equilibrium geometry, computed with ωB97M-V with the def2-TZVPD basis set.

```
! RIJCOSX wB97M-V def2-TZVPD def2/J DEFGRID3
* xyz 0 1
O 2.244 0.304 0.260
C 1.818 0.613 -0.802
S 1.553 1.023 -2.224
C -0.498 0.139 0.983
O -1.223 0.272 -0.200
S -1.021 -1.034 -1.190
H -0.040 1.039 1.173
H 0.242 -0.609 0.850
H -0.927 -0.151 1.953
H -2.147 -1.596 -0.803
*
```

Computed properties:
* energy above the lowest of the compared OMol25 structures with the same formula, charge and spin: 38.8 kcal per mole
* E_HOMO: -9.45 eV
* energy: -27902.6514 eV
* molecular weight: 124.19 g mol⁻¹
* SMILES string: O=C=S.COS
* max |F|: 5.7 eV/A

***

# 5
A structure of composition C6H13NO4 in a non-equilibrium geometry, computed with ωB97M-V with the def2-TZVPD basis set.

```
! RIJCOSX wB97M-V def2-TZVPD def2/J DEFGRID3
* xyz 0 1
C -2.323 -0.533 0.379
C -0.948 -0.564 -0.130
C 1.373 -1.264 0.404
C 1.775 -0.137 -0.494
C 1.004 1.039 -0.194
C -0.429 0.950 -0.465
H -3.231 0.799 -0.771
H -2.125 0.045 1.427
H -2.754 -1.730 0.751
H -0.639 -1.419 -1.112
H -0.311 -1.685 1.220
H 1.784 -1.127 1.325
H 1.520 -2.137 -0.392
H 1.309 -0.436 -1.791
H 3.662 -0.539 -0.985
H 1.381 2.009 -0.683
H 0.380 1.081 1.556
H -0.634 0.740 -1.750
H -0.779 2.530 0.673
N 0.077 -1.043 0.789
O -3.177 -0.096 -0.551
O 3.206 0.206 -0.499
O 1.167 1.442 1.245
O -1.290 1.870 0.048
*
```

Computed properties:
* energy above the lowest of the compared OMol25 structures with the same formula, charge and spin: 158.2 kcal per mole
* E_HOMO: -8.75 eV
* energy: -16105.9386 eV
* molecular weight: 163.17 g mol⁻¹
* max |F|: 10.6 eV/A

***

# 6
A cluster of 2 separate species, C3H9NO in total in a non-equilibrium geometry, computed with ωB97M-V with the def2-TZVPD basis set.

```
! RIJCOSX wB97M-V def2-TZVPD def2/J DEFGRID3
* xyz 0 1
C -2.057 -2.223 0.044
N -1.274 -1.572 -0.681
C -0.680 -0.357 -0.147
C 0.548 0.142 -0.881
H -2.365 -2.011 1.079
H -2.500 -3.155 -0.319
H -0.485 -0.462 0.925
H -1.452 0.418 -0.170
H 0.646 1.204 -0.674
H 0.389 0.127 -1.959
H 1.456 -0.364 -0.562
O 2.701 2.992 1.143
H 1.834 2.743 1.482
H 3.144 3.383 1.903
*
```

Computed properties:
* energy above the lowest of the compared OMol25 structures with the same formula, charge and spin: 36.3 kcal per mole
* E_HOMO: -9.65 eV
* energy: -6793.4815 eV
* molecular weight: 75.11 g mol⁻¹
* SMILES string: C=NCC.O
* max |F|: 1.2 eV/A